[1]
ORCA calculation (ωB97M-V/def2-TZVPD) on C10H9N2O3STl as an isolated structure.

As for the total energy: -35167.505 eV. The value obtained for the HOMO energy is -9.2 eV. As for the net charge: 0. For the gap between HOMO and LUMO, the calculation gives 8.67 eV. Its largest force on an atom is 0.1 eV/A. The spin multiplicity is 1.

Each line ends with the natural charge from an NBO analysis.
Cartesian coordinates (Å):
Tl1 -2.8322 -2.0618 -2.6882  0.89
C1 -0.5137 -0.7635 2.5093  -0.58
C2 -0.5013 -2.1331 1.8278  -0.54
C3 -1.4635 -2.1973 0.7362  0.44
N1 -2.2353 -2.2279 -0.1132  -0.50
H1 0.2763 -0.7351 3.2566  0.23
H2 -1.4695 -0.5639 2.9926  0.21
H3 -0.3122 0.0236 1.7844  0.22
H4 -0.7408 -2.9387 2.5235  0.25
H5 0.4867 -2.3224 1.4036  0.31
O1 3.4672 -0.3343 -1.1801  -0.92
S1 2.2111 -0.6004 -0.5449  2.29
O2 2.2421 -1.1117 0.8049  -0.97
N2 1.2522 -1.5294 -1.4800  -0.81
C4 0.2121 -0.8621 -1.9186  0.63
O3 -0.6523 -1.3189 -2.7222  -0.83
C5 0.1039 0.5457 -1.3950  -0.17
C6 -0.8885 1.4825 -1.6146  -0.18
C7 -0.7721 2.7202 -0.9923  -0.20
C8 0.3193 3.0101 -0.1780  -0.20
C9 1.3219 2.0696 0.0344  -0.21
C10 1.1809 0.8466 -0.5874  -0.23
H6 -1.7244 1.2598 -2.2661  0.22
H7 -1.5343 3.4730 -1.1455  0.22
H8 0.3893 3.9823 0.2923  0.22
H9 2.1769 2.2871 0.6605  0.24

Forces on atoms 1 to 6 (eV/Å):
Tl 0.019 -0.045 -0.021
C 0.007 0.011 0.016
C 0.039 -0.006 -0.012
C -0.031 -0.018 -0.007
N 0.005 0.022 0.018
H -0.006 -0.001 0.009

=====

[2]
ORCA calculation (ωB97M-V/def2-TZVPD) on a 2-piece molecular cluster, C6H12O overall.

As for the total energy: -8463.130 eV. The value obtained for the HOMO energy is -9.6 eV. As for the structure (SMILES): CCC(C)=O.C=C. As for the net charge: 0. For the gap between HOMO and LUMO, the calculation gives 10.50 eV. Its largest force on an atom is 0.5 eV/A. Its energy relative to the best compared isomer or geometry (same formula, charge and spin) is 28.24 kcal per mole. The spin multiplicity is 1.

Each line ends with the natural charge from an NBO analysis.
Cartesian coordinates (Å):
C1 0.2853 1.4149 0.7818  -0.61
C2 -0.8229 0.7779 -0.0657  -0.51
C3 -1.2385 -0.5984 0.4253  0.61
C4 -1.8319 -0.6842 1.8143  -0.73
O1 -1.1224 -1.5891 -0.2667  -0.55
H1 0.6812 2.3039 0.2802  0.22
H2 -0.0816 1.7270 1.7655  0.21
H3 1.1199 0.7203 0.9250  0.22
H4 -0.4995 0.6683 -1.1038  0.22
H5 -1.7089 1.4271 -0.0574  0.22
H6 -1.1232 -0.3253 2.5687  0.23
H7 -2.7227 -0.0483 1.8760  0.23
H8 -2.1023 -1.7194 2.0289  0.24
C5 2.1341 -0.0741 -1.8470  -0.41
C6 1.5885 -1.2852 -1.8222  -0.38
H9 3.2009 0.0821 -1.7098  0.19
H10 1.5332 0.8199 -2.0057  0.18
H11 2.1922 -2.1753 -1.6606  0.19
H12 0.5185 -1.4421 -1.9269  0.22

Forces on atoms 1 to 6 (eV/Å):
C 0.054 0.021 0.076
C -0.023 -0.017 -0.118
C -0.050 -0.182 -0.084
C -0.012 -0.068 0.062
O -0.122 0.394 0.258
H -0.087 -0.125 0.080

=====

[3]
ORCA calculation (ωB97M-V/def2-TZVPD) on C32H40F8INO26Si2 as an isolated structure.

As for the total energy: -134157.080 eV. The value obtained for the HOMO energy is -9.5 eV. As for the net charge: 0. For the gap between HOMO and LUMO, the calculation gives 9.38 eV. Its largest force on an atom is 0.8 eV/A. Its energy relative to the best compared isomer or geometry (same formula, charge and spin) is 0.00 kcal per mole. The spin multiplicity is 1.

Each line ends with the Mulliken charge.
Cartesian coordinates (Å):
C1 -6.1580 -1.5328 -1.5840  -0.85
C2 -5.6250 -1.8269 -0.3966  -0.05
C3 -6.4265 -1.9302 0.8639  -0.58
Si1 -6.3127 -0.2628 1.7191  0.16
C4 -6.8114 -0.3442 3.5521  -0.57
C5 -5.7655 -0.6258 4.5846  0.23
O1 -5.7954 -0.1900 5.6819  -0.50
I1 -4.1012 -1.8896 4.0472  -0.06
O2 -4.7675 0.2756 1.4861  0.37
Si2 -4.2948 1.7693 2.0138  0.06
N1 -2.5558 1.7441 2.0511  -0.39
C6 -1.9185 2.5192 2.8408  1.01
C7 -0.4915 2.2116 3.1703  -1.03
C8 -2.4642 3.7832 3.4602  -1.43
H1 -7.2333 -1.5214 -1.6973  0.27
H2 -5.5107 -1.2867 -2.4124  0.27
H3 -4.5566 -1.9703 -0.2935  0.25
H4 -7.4619 -2.1979 0.6575  0.44
H5 -5.9962 -2.6762 1.5345  0.23
H6 -7.3058 0.6199 1.0624  -0.19
H7 -7.5290 -1.1677 3.6271  0.42
H8 -7.3428 0.5616 3.8353  0.39
H9 -4.8088 1.9266 3.3970  -0.17
H10 -4.8548 2.8419 1.1635  -0.16
H11 -0.3680 1.9817 4.2296  0.35
H12 0.1463 3.0732 2.9639  0.21
H13 -0.1174 1.3739 2.5905  0.18
H14 -3.1200 3.5835 4.3059  0.38
H15 -2.9605 4.3894 2.7051  0.38
H16 -1.6356 4.3797 3.8379  0.36
C9 -1.2193 -3.8179 1.5953  -0.35
C10 -0.6491 -3.7554 2.9974  0.27
O3 0.2496 -4.8551 3.0012  -0.25
C11 0.6653 -5.0426 1.7225  0.73
O4 1.5970 -5.7140 1.4155  -0.56
O5 -0.1184 -4.3744 0.8575  -0.36
F1 -1.5949 -3.9414 3.9427  -0.25
H17 -2.0734 -4.4953 1.5442  0.19
H18 -1.4991 -2.8461 1.1982  0.31
H19 -0.0997 -2.8401 3.2241  0.26
C12 -1.3905 -9.8085 1.1376  -0.45
C13 -0.7233 -8.5404 0.6555  0.60
O6 -1.7636 -7.5812 0.7757  -0.31
C14 -2.5813 -8.0035 1.7871  0.70
O7 -3.3874 -7.3211 2.3197  -0.50
O8 -2.3301 -9.2965 2.0903  -0.34
F2 -0.3474 -8.6230 -0.6413  -0.31
H20 -1.9222 -10.3098 0.3282  0.27
H21 -0.7042 -10.5068 1.6074  0.30
H22 0.1301 -8.2231 1.2579  0.03
C15 2.8653 -7.0276 3.7744  0.03
C16 3.0602 -6.4536 5.1618  0.35
O9 3.3286 -7.6082 5.9357  -0.33
C17 3.8983 -8.5346 5.1110  0.59
O10 4.4669 -9.5044 5.4772  -0.50
O11 3.7229 -8.1776 3.8169  -0.36
F3 1.9428 -5.8508 5.6364  -0.27
H23 1.8359 -7.3463 3.6151  -0.02
H24 3.1570 -6.3545 2.9807  0.25
H25 3.8982 -5.7601 5.2510  0.27
C18 0.7287 5.6317 -0.7723  0.03
C19 1.2378 6.3694 0.4450  0.34
O12 1.5763 5.2990 1.3297  -0.38
C20 1.8934 4.2301 0.5614  0.55
O13 2.4563 3.2590 0.9626  -0.56
O14 1.4962 4.4093 -0.7067  -0.22
F4 0.2942 7.1361 1.0314  -0.30
H26 -0.3325 5.3966 -0.6837  0.25
H27 0.9056 6.1472 -1.7148  -0.02
H28 2.1273 6.9755 0.2696  0.32
C21 2.7397 2.9948 -4.6309  0.00
C22 3.8682 3.9967 -4.7129  0.45
O15 3.1656 5.2360 -4.7167  -0.32
C23 2.0012 5.0402 -4.0515  0.62
O16 1.3050 5.9121 -3.6349  -0.66
O17 1.7460 3.7312 -3.9027  -0.27
F5 4.5717 3.8843 -5.8604  -0.31
H29 2.3529 2.7510 -5.6217  0.26
H30 2.9979 2.0839 -4.1105  -0.11
H31 4.5564 3.9794 -3.8670  0.30
C24 2.7127 0.2150 -0.1536  -0.04
C25 2.2823 0.0999 -1.6007  0.16
O18 3.5266 -0.0118 -2.2775  -0.17
C26 4.4118 -0.5795 -1.4085  0.57
O19 5.4554 -1.0416 -1.7324  -0.53
O20 3.9293 -0.5538 -0.1547  -0.35
F6 1.6345 1.2039 -2.0402  -0.18
H32 2.9298 1.2409 0.1433  0.18
H33 1.9907 -0.2064 0.5405  0.21
H34 1.6759 -0.7790 -1.8270  0.23
C27 -2.8276 8.0047 -3.9714  -0.42
C28 -1.7856 8.7852 -4.7443  0.30
O21 -0.9475 9.2685 -3.7118  -0.31
C29 -1.0207 8.3887 -2.6762  0.69
O22 -0.2623 8.3461 -1.7698  -0.49
O23 -2.0779 7.5579 -2.8377  -0.30
F7 -2.3239 9.8321 -5.4139  -0.29
H35 -3.6408 8.6519 -3.6410  0.29
H36 -3.2347 7.1616 -4.5217  0.27
H37 -1.1915 8.1885 -5.4378  0.25
C30 6.8813 -0.2370 -4.6484  -0.23
C31 5.9961 0.7802 -5.3372  0.24
O24 6.8005 1.9379 -5.3293  -0.24
C32 8.1095 1.5318 -5.3330  0.50
O25 9.0272 2.2326 -5.5802  -0.50
O26 8.1883 0.2182 -5.0233  -0.33
F8 4.8541 1.0191 -4.6304  -0.19
H38 6.7700 -0.1945 -3.5653  0.23
H39 6.7146 -1.2556 -4.9858  0.29
H40 5.7279 0.5295 -6.3646  0.19

Forces on atoms 1 to 6 (eV/Å):
C 0.489 -0.136 0.637
C -0.493 -0.058 -0.386
C 0.430 -0.129 0.222
Si -0.154 -0.654 -0.438
C 0.216 -0.293 -0.605
C -0.355 0.536 0.220

=====

[4]
ORCA calculation (ωB97M-V/def2-TZVPD) on C22H30BBr29FN3O2 as an isolated structure at a distorted geometry.

As for the total energy: -2066488.890 eV. The value obtained for the HOMO energy is -9.4 eV. As for the net charge: 0. For the gap between HOMO and LUMO, the calculation gives 8.99 eV. Its largest force on an atom is 1.5 eV/A. The spin multiplicity is 1.

Each line ends with the Mulliken charge.
Cartesian coordinates (Å):
C1 -2.4493 0.6761 0.0794  -0.57
N1 -2.0749 -0.7011 -0.2769  0.14
C2 -1.1091 -1.2982 0.6291  -2.79
C3 -0.1289 -2.2884 -0.0977  3.35
C4 -1.0748 -3.3149 -0.6377  -1.14
N2 -1.6338 -4.1969 -1.1186  -0.70
C5 0.6454 -2.9759 1.0601  -1.09
Br1 1.8064 -1.7075 2.0151  -0.14
C6 1.3826 -4.3487 0.8358  -0.10
C7 1.3595 -5.0107 -0.5550  -1.32
Br2 3.2972 -4.2382 1.3692  -0.15
C8 0.6582 -1.5791 -1.2465  2.20
C9 2.0849 -1.9834 -1.3214  -1.35
N3 3.1903 -2.2946 -1.3791  -0.77
C10 0.1499 -1.9167 -2.7010  -1.90
C11 -1.1914 -1.3488 -3.1407  0.05
C12 -1.4090 -1.7222 -4.6108  -0.64
F1 -0.7294 -0.8778 -5.4737  -0.33
B1 0.7982 0.0297 -1.1179  1.31
O1 0.9786 0.6986 0.0766  -0.57
O2 0.8173 0.7848 -2.2845  -0.51
C13 2.1424 1.3087 -2.4925  -0.70
H1 -1.9267 1.4135 -0.5374  0.31
H2 -3.5239 0.8159 -0.0301  -0.16
H3 -2.1910 0.9042 1.1204  0.30
H4 -2.9122 -1.2617 -0.3283  0.35
H5 -0.5775 -0.5655 1.2280  0.75
H6 -1.6792 -1.9088 1.3476  0.59
H7 -0.1011 -3.1562 1.8314  0.78
H8 0.9988 -5.0612 1.5593  0.59
H9 1.0237 -4.3833 -1.3735  0.38
H10 0.6816 -5.8682 -0.5192  0.30
H11 2.3378 -5.4307 -0.7697  0.47
H12 0.9063 -1.4693 -3.3531  0.74
H13 0.2175 -2.9908 -2.8890  0.65
H14 -1.2718 -0.2642 -3.0909  -0.01
H15 -2.0380 -1.7934 -2.6205  0.38
H16 -1.1689 -2.7751 -4.7979  0.24
H17 -2.4789 -1.6089 -4.8192  0.43
H18 1.9141 0.8021 0.3101  -0.11
H19 2.4239 1.1833 -3.5371  0.24
H20 2.9016 0.7783 -1.9013  0.30
H21 2.1947 2.3590 -2.1951  0.26
C14 2.2803 3.4984 2.2268  -0.34
Br3 1.1818 4.5502 1.0500  0.10
Br4 3.5444 2.4266 1.2402  -0.04
Br5 3.1700 4.5863 3.5466  -0.05
H22 1.6246 2.8165 2.7505  0.38
C15 2.3376 8.2636 2.8916  0.51
Br6 3.4529 8.9922 4.2814  -0.05
Br7 0.4694 8.5817 3.2342  -0.01
Br8 2.8605 8.8939 1.1458  -0.06
H23 2.4828 7.1922 2.8965  -0.42
C16 2.5807 -2.4327 6.6589  -0.43
Br9 2.7010 -2.4809 4.7295  0.04
Br10 2.2427 -0.6403 7.2815  0.02
Br11 1.2643 -3.6689 7.3230  -0.01
H24 3.5363 -2.7406 7.0595  0.37
C17 1.2186 -1.9472 -8.0653  -0.07
Br12 1.4527 -3.8236 -8.4478  -0.02
Br13 2.4334 -1.3560 -6.6941  -0.01
Br14 1.3590 -0.8772 -9.6596  -0.01
H25 0.2152 -1.8201 -7.6803  0.09
C18 -2.0019 -2.3852 10.2830  -0.31
Br15 -1.8289 -4.2810 9.9773  -0.02
Br16 -0.7257 -1.7558 11.5802  0.00
Br17 -1.9031 -1.3795 8.6430  0.00
H26 -2.9859 -2.2208 10.6972  0.32
C19 -2.4868 -5.0555 -8.7217  -0.34
Br18 -2.5247 -3.7257 -10.1135  0.00
Br19 -2.4860 -4.2459 -6.9737  0.10
Br20 -3.9085 -6.3393 -8.9163  -0.04
H27 -1.5546 -5.5935 -8.8200  0.33
C20 2.8200 4.7644 7.8876  -0.38
Br21 4.5141 5.2711 7.1283  -0.03
Br22 1.3791 5.8265 7.1752  0.00
Br23 2.4891 2.8804 7.6735  0.05
H28 2.8721 4.9649 8.9479  0.35
C21 -6.6301 1.9797 -1.3190  -0.32
Br24 -6.8935 2.5140 -3.1485  0.00
Br25 -6.1304 0.1203 -1.1890  -0.03
Br26 -5.3758 3.1298 -0.4149  -0.02
H29 -7.5793 2.0870 -0.8144  0.36
C22 -1.0581 6.8186 -1.8712  -0.41
Br27 -0.8255 4.9373 -2.2258  0.02
Br28 0.1649 7.4431 -0.5164  0.02
Br29 -0.9312 7.8696 -3.4795  -0.03
H30 -2.0586 6.9477 -1.4844  0.36

Forces on atoms 1 to 6 (eV/Å):
C 0.149 0.032 0.157
N 0.458 0.844 0.109
C -0.954 -0.728 0.246
C -0.913 0.298 0.724
C 1.157 -0.232 -0.327
N -0.446 0.275 0.262

=====

Q: The highest HOMO energy belongs to which entry?
A: C10H9N2O3STl